(1)
# C21H24F3N2S4W

C21H24F3N2S4W as an isolated structure (ωB97M-V/def2-TZVPD, the OMol25 dataset).

Structure (XYZ):
```
55
Properties=species:S:1:pos:R:3
W 0.01470 -0.70309 -0.80204
C -0.38373 2.39090 -1.98327
N -0.35655 1.65211 -0.69135
C 0.86727 2.15678 0.01760
C 1.18913 1.38940 1.27818
N 1.65972 0.03171 0.90508
C 1.69709 -0.86954 2.09228
C 3.04960 0.09585 0.44780
C 4.04557 0.73022 1.17854
C 5.35612 0.70981 0.72870
C 5.68690 0.03056 -0.43552
C 4.70762 -0.63867 -1.14533
C 3.38898 -0.59708 -0.69960
S 2.15078 -1.42024 -1.62178
C -1.55752 2.00411 0.09948
C -2.15714 3.25671 -0.00618
C -3.24720 3.59235 0.77845
C -3.75501 2.68261 1.69309
C -3.17508 1.43437 1.80431
C -2.08195 1.09011 1.01046
S -1.36206 -0.48972 1.24533
H -0.29329 3.46205 -1.80894
H -1.30840 2.19307 -2.51231
H 0.46249 2.10409 -2.59345
H 0.72786 3.21375 0.25634
H 1.70764 2.07324 -0.67841
H 0.31506 1.30368 1.91440
H 1.95030 1.93420 1.83497
H 2.32924 -0.43763 2.87049
H 2.11055 -1.83019 1.79197
H 0.70393 -1.01642 2.49753
H 3.82150 1.23252 2.11048
H 6.12258 1.21905 1.29678
H 6.70974 0.01544 -0.78663
H 4.94455 -1.19010 -2.04592
H -1.79818 3.99673 -0.70443
H -3.69825 4.56775 0.65965
H -4.60231 2.94771 2.31110
H -3.56089 0.70462 2.50437
C -4.10984 -3.07331 -0.53268
C -2.65463 -2.70255 -0.56927
S -2.25082 -1.31395 -1.48775
C -1.66790 -3.46903 -0.01415
C -1.88749 -4.80709 0.63310
S -0.02878 -2.98421 -0.17095
H -4.72943 -2.22600 -0.81650
H -4.39604 -3.39034 0.46967
H -4.31565 -3.89321 -1.22353
H -2.92242 -4.94704 0.93582
H -1.24493 -4.92793 1.50358
H -1.63338 -5.59947 -0.07449
F 0.86159 0.31100 -3.50689
C -0.13795 -0.43494 -2.94929
F -1.25295 0.10455 -3.49311
F -0.01075 -1.66931 -3.51576
```

energy above the lowest of the compared OMol25 structures with the same formula, charge and spin	12.0	kcal per mole
Kohn-Sham gap (spin up / spin down)	5.979 / 5.723	eV
E_HOMO (spin up / spin down)	-10.9 / -10.9	eV
total charge	+1

These are the Löwdin partial charges, in e, on atoms 1 to 6:
1. W 0.940
2. C -0.062
3. N -0.220
4. C -0.135
5. C -0.178
6. N -0.258

=====

(2)
# C5H8N3

C5H8N3 as an isolated structure (ωB97M-V/def2-TZVPD, the OMol25 dataset).

Structure (XYZ):
```
16
Properties=species:S:1:pos:R:3
C 0.04671 -1.68547 2.40881
C -0.32671 -1.95311 1.15579
C 0.39788 -0.25750 2.19626
C -0.54179 1.29866 -2.09988
C -0.08873 -0.56627 0.80223
N -1.02538 0.81253 -0.89017
N -0.45236 0.30319 -0.00230
N 0.78098 0.93606 -2.45934
H -0.05521 -2.25084 3.38013
H -0.38409 -2.74931 0.51300
H -0.11051 0.53372 2.71216
H 1.42404 0.02082 2.29797
H -1.38138 0.81503 -2.69965
H -0.72725 2.35143 -1.92919
H 0.89274 0.97609 -3.51213
H 1.55107 1.41497 -1.87368
```

energy above the lowest of the compared OMol25 structures with the same formula, charge and spin	121.0	kcal per mole
Kohn-Sham gap	9.026	eV
E_HOMO	-14.0	eV
total charge	+1

These are the Löwdin partial charges, in e, on atoms 1 to 6:
1. C 0.023
2. C 0.070
3. C -0.057
4. C -0.290
5. C -0.173
6. N 0.142